No. 1
Here is an isolated molecule of C27H42IN5O7P2S from OMol25. Energies are from ωB97M-V/def2-TZVPD.

Computed properties:
Net charge: 0
Orbital gap, eV: 7.7
SMILES string: [H]/N=C(/C)Cc1cc(COCOCCO)c2c(c1CNC)Nc1c(COCC)c(P(=N)(O)O)c(P(N)O)c(C[C@@H](C)I)c1S2

```
85
C27H42IN5O7P2S, DFT ωB97M-V/def2-TZVPD
C -2.6588 -4.6724 0.1695
C -2.9708 -4.0592 1.5568
O -2.0866 -2.9967 1.8999
C -2.6701 -1.7549 1.4872
C -1.7380 -0.6011 1.7862
C -1.2375 0.1562 0.7417
C -0.3675 1.1968 1.0174
C 0.0077 1.4868 2.3079
C 0.9936 2.6320 2.5071
C 2.4652 2.2408 2.1794
C 3.4640 3.0344 3.0544
I 2.8909 0.1232 2.3664
C -0.4895 0.7176 3.3555
P 0.2376 1.2676 4.9915
N 0.3966 -0.0902 6.0369
O -0.9388 2.2741 5.6179
C -1.3875 -0.3375 3.1212
P -2.0375 -1.3493 4.5280
N -2.5003 -0.4883 5.7374
O -0.8798 -2.3994 4.8722
O -3.2930 -2.2841 4.1346
S 0.2615 2.1126 -0.3783
C 0.5130 0.7527 -1.5172
C 1.6095 0.7043 -2.3421
C 2.6692 1.8031 -2.3870
O 2.2702 2.9325 -3.1481
C 1.8660 4.0412 -2.3906
O 2.3776 5.2042 -3.0170
C 1.4503 6.2770 -2.8861
C 1.1010 6.6437 -1.4376
O -0.2591 6.2015 -1.2176
C 1.7420 -0.3985 -3.1570
C 0.8081 -1.4105 -3.1469
C 1.1377 -2.5944 -4.0612
C 1.7189 -3.7403 -3.1955
C 0.9255 -4.9518 -2.7301
N 2.9452 -3.6970 -2.8537
C -0.3101 -1.3357 -2.3173
C -1.3767 -2.4320 -2.2457
N -1.8241 -3.0256 -3.4972
C -2.1823 -2.0741 -4.5480
C -0.4589 -0.2223 -1.4905
N -1.5560 -0.0270 -0.6193
H -3.1281 -5.6559 0.0924
H -1.5863 -4.6759 -0.0320
H -3.1440 -4.0259 -0.5722
H -4.0139 -3.7150 1.5358
H -2.9254 -4.8698 2.2913
H -2.9866 -1.8563 0.4425
H -3.5892 -1.5846 2.0640
H 0.9031 3.1130 3.4766
H 0.7261 3.3917 1.7564
H 2.6963 2.4752 1.1397
H 4.4246 3.1130 2.5362
H 3.0538 4.0128 3.3201
H 3.6558 2.4489 3.9595
H 0.6668 0.2797 6.9439
H 1.1388 -0.7100 5.7257
H -0.6093 2.6777 6.4289
H -2.3648 0.4830 5.4605
H -0.7570 -3.0298 4.1433
H -4.0896 -1.7440 4.2091
H 2.9873 2.0380 -1.3628
H 3.5276 1.3663 -2.9137
H 2.2420 4.0249 -1.3569
H 0.7645 4.0794 -2.3843
H 0.5406 6.0760 -3.4657
H 1.9485 7.1479 -3.3276
H 1.7229 6.1279 -0.6962
H 1.1268 7.7221 -1.2414
H -0.4043 6.0519 -0.2783
H 2.6167 -0.4635 -3.7997
H 1.9530 -2.2846 -4.7230
H 0.3191 -2.8905 -4.7144
H 0.0224 -5.1616 -3.3071
H 1.5832 -5.8188 -2.8569
H 0.7532 -4.8623 -1.6533
H 3.3726 -2.8390 -3.2093
H -2.2778 -2.1285 -1.7047
H -0.9406 -3.2440 -1.6500
H -1.2341 -3.7721 -3.8156
H -2.2222 -1.0360 -4.2100
H -1.5553 -2.1826 -5.4437
H -3.2000 -2.3181 -4.8931
H -2.3452 -0.6209 -0.7991
```

Now the Mulliken charges, all in e: -0.8791 -0.4780 -0.3747 -1.0318 -0.4465 -0.5226 0.7028 -0.8056 -1.6355 0.6044 -1.4114 0.0230 0.8135 0.0255 -0.3129 -0.4813 0.7139 1.2980 -0.8931 -0.6012 -0.5742 -0.2899 0.7664 0.5598 -1.1146 -0.4559 -0.0100 -0.4733 -0.4807 -0.2935 -0.5341 -0.8726 1.0553 -1.5514 0.8951 -1.2608 -0.7818 -0.1196 -0.4683 -0.3394 -1.0043 -0.0104 -0.6527 0.4902 0.0887 0.2066 0.3266 0.4050 0.7290 0.2982 0.5884 0.4251 -0.0188 0.3918 0.3767 0.3629 0.2572 0.2415 0.3018 0.3227 0.4399 0.3262 0.2750 0.4468 0.0204 0.4518 0.3491 0.3435 0.2852 0.3271 0.2957 0.4645 0.6170 0.2483 0.3773 0.4718 0.1328 0.2969 0.6155 -0.5741 0.2644 0.3391 0.3095 0.3348 0.4513

No. 2
Here is a structure of composition C27H42N4O20V2 from OMol25. Energies are from ωB97M-V/def2-TZVPD.

Computed properties:
Net charge: +1
Orbital gap (alpha / beta), eV: 6.8 / 3.1
2S+1: 2

```
95
C27H42N4O20V2, DFT ωB97M-V/def2-TZVPD
O 8.6893 2.5566 -23.4005
V 10.0618 1.7559 -23.7692
O 10.1280 1.1968 -25.3238
O 13.3467 4.0948 -20.8622
V 13.2211 2.7891 -21.7737
O 14.2300 1.6429 -21.2182
O 13.3844 3.9707 -25.8066
C 13.0976 3.5094 -24.5664
O 13.9065 3.5931 -23.6904
O 12.0022 2.9844 -24.2289
H 14.2401 4.2194 -25.4495
C 9.9495 2.4537 -19.2658
C 10.5387 1.5903 -20.3594
O 11.0883 2.0549 -21.6135
H 9.1715 1.8844 -18.7571
H 9.2887 3.2004 -19.7061
H 10.5418 2.8671 -18.4494
H 9.6696 1.0204 -20.6881
H 11.1704 0.8805 -19.8253
C 12.6781 -0.8471 -23.1991
O 12.0460 0.1143 -23.6122
N 13.7828 -1.2458 -23.7705
C 14.5496 -2.2704 -23.1455
C 14.1151 -0.5854 -25.0373
H 12.4349 -1.3940 -22.2750
H 14.0895 -2.9045 -22.3876
H 15.4709 -1.8593 -22.7329
H 14.8500 -3.0366 -23.8602
H 13.3127 -0.1654 -25.6438
H 14.8722 0.1525 -24.7716
H 14.6226 -1.4415 -25.4820
C 4.8766 4.0372 -21.0331
O 5.2005 2.8842 -20.8332
N 5.7447 5.0300 -21.3963
C 5.2713 6.3265 -21.9120
C 7.1091 4.7181 -21.7217
H 3.8299 4.3450 -20.8852
H 4.3908 6.6116 -21.3362
H 4.8568 6.2082 -22.9131
H 6.0791 7.0532 -21.9978
H 7.0925 4.4633 -22.7813
H 7.8281 5.5038 -21.4896
H 7.4032 3.7413 -21.3375
C 8.4796 -0.9832 -22.4728
O 9.1334 -0.2112 -23.2451
N 7.7948 -2.0443 -22.8484
C 7.1598 -2.9011 -21.8793
C 7.7024 -2.5178 -24.2230
H 8.3674 -0.5873 -21.4516
H 7.0509 -2.3740 -20.9315
H 7.6386 -3.8764 -21.7915
H 6.1843 -3.0891 -22.3278
H 8.2949 -3.4293 -24.3008
H 6.6790 -2.6884 -24.5572
H 8.0777 -1.8294 -24.9804
C 8.9793 -1.0692 -14.4432
O 9.9629 -0.2977 -14.5440
N 8.0958 -1.2698 -15.4610
C 8.2421 -0.7208 -16.8088
C 6.9840 -2.1586 -15.3308
H 8.5849 -1.5801 -13.5513
H 8.0352 -1.5364 -17.5018
H 9.2928 -0.5955 -17.0703
H 7.6260 0.0990 -17.1781
H 7.0926 -2.9590 -16.0627
H 6.9136 -2.4376 -14.2795
H 6.1656 -1.4734 -15.5518
C 10.7675 5.4831 -18.1191
C 11.5530 5.2777 -17.0591
C 11.0352 5.4246 -15.7013
O 11.6788 5.2927 -14.6799
C 9.5932 5.7072 -15.6554
C 8.7787 5.8639 -16.7072
C 9.3071 5.8319 -18.1098
O 8.6678 6.0692 -19.1090
O 7.4570 5.8356 -16.4850
O 12.8844 4.9706 -17.1887
H 11.2276 5.2990 -19.0787
H 9.0537 5.5579 -14.7318
H 7.1956 5.5468 -17.3624
H 13.0175 4.7331 -18.1093
C 5.8187 2.8444 -17.3818
C 4.5744 2.3726 -17.4378
C 3.9619 1.4312 -16.4352
O 2.8083 0.8645 -16.5160
C 4.8406 1.1656 -15.2708
C 6.1092 1.6672 -15.2682
C 6.7646 2.4904 -16.3327
O 7.9675 2.8577 -16.2334
O 6.8138 1.4278 -14.1459
O 3.7584 2.6610 -18.4958
H 6.1066 3.2224 -18.3516
H 4.3350 0.7734 -14.4008
H 7.6394 1.9176 -14.1430
H 2.8714 2.3598 -18.2856
```

Now the Mulliken charges, all in e: -0.8193 1.3422 -0.2847 -0.7357 1.4112 -0.6633 -0.4312 0.6503 -0.6449 -0.6700 0.3452 -0.3743 0.0699 0.2604 0.0179 -0.0232 0.4075 -0.5935 0.3543 0.0668 -0.2226 0.1770 -0.9158 -0.9586 0.2817 0.3368 0.3446 0.3318 0.3090 0.3027 0.3231 0.0272 -0.2938 0.4869 -0.7317 -1.1335 0.3279 0.3220 0.4097 0.2944 0.5986 0.4659 0.2075 0.4658 -0.6940 0.1904 -0.9019 -1.0149 0.0143 0.2739 0.3092 0.3320 0.3730 0.3541 0.2981 0.1718 -0.5973 0.2184 -1.0290 -0.8874 0.2681 0.4309 0.4143 0.1689 0.2770 0.2980 0.2981 -0.8027 1.0184 0.1944 -0.5401 -0.2799 0.3071 0.5439 -0.6818 -0.5497 -0.5205 0.3045 0.4378 0.2246 0.2911 -0.6147 0.2528 0.6999 -0.6331 -0.8073 0.3603 0.8907 -0.5326 -0.5411 -0.4776 0.2865 0.5017 0.3292 0.3302